C9H22ClO10S2V | ωB97M-V/def2-TZVPD

Each line ends with the Mulliken charge.
Cartesian coordinates (Å):
O1 -0.7418 -1.2094 -2.0162  -0.4729
V1 0.1513 -1.9345 -0.9283  1.4845
Cl1 0.8299 -0.1233 0.5286  -0.3369
O2 -3.0401 -3.1146 1.9788  -0.5847
S1 -2.3788 -1.9577 1.5292  1.0180
O3 -1.5341 -2.0282 0.3460  -0.4066
O4 -3.5100 -0.9353 1.1956  -0.2674
C1 -3.1538 0.3727 0.6725  0.2018
C2 -4.4369 1.0780 0.2893  -1.3236
C3 -1.5509 -1.1600 2.8707  -0.8787
H1 -2.4916 0.2634 -0.1861  0.1073
H2 -2.6489 0.9539 1.4448  0.2376
H3 -5.2349 0.7997 0.9777  0.3482
H4 -4.7419 0.8566 -0.7299  0.3398
H5 -4.3205 2.1552 0.4048  0.3674
H6 -1.2089 -0.1835 2.5341  0.2710
H7 -0.6353 -1.7065 3.0893  0.3471
H8 -2.2783 -1.1197 3.6736  0.3645
O5 3.0115 4.2112 -2.6551  -0.6155
S2 2.2418 3.5687 -1.6591  1.2054
O6 2.7330 3.3935 -0.3350  -0.6185
O7 0.8869 4.4001 -1.6300  -0.2992
C4 -0.0717 4.0429 -0.6100  -0.0165
C5 -1.0016 5.2086 -0.3875  -1.3483
C6 1.6741 2.0151 -2.3029  -0.6087
H9 0.3918 3.7267 0.3257  0.3623
H10 -0.6054 3.1657 -0.9986  0.1846
H11 -0.4322 6.1098 -0.1598  0.3675
H12 -1.6291 5.0222 0.4860  0.3777
H13 -1.6411 5.4057 -1.2455  0.3259
H14 2.5465 1.3644 -2.3147  0.3723
H15 1.2749 2.2460 -3.2844  0.3488
H16 0.9692 1.6081 -1.5817  -0.0556
C7 3.7065 -1.9091 0.8874  -0.4927
O8 3.7865 -3.2519 0.3741  -0.2910
C8 2.7070 -3.8406 -0.0142  0.9353
O9 1.5660 -3.3328 -0.0331  -0.5814
O10 2.9588 -5.0916 -0.2574  -0.3041
C9 1.8882 -5.9189 -0.7404  -0.6376
H17 3.3575 -1.1656 0.1763  0.1687
H18 4.7054 -1.6380 1.2063  0.2542
H19 3.0183 -1.9275 1.7300  0.3113
H20 1.0555 -5.9615 -0.0424  0.3049
H21 2.2959 -6.9087 -0.9052  0.2410
H22 1.5313 -5.5495 -1.7032  0.2930

Computed properties:
Strongest force on any atom, eV/Å: 4.17
Energy relative to the best compared isomer or geometry (same formula, charge and spin), kJ/mol: 0.00
E_tot, Ha: -3308.86658
Net charge: +1
HOMO-LUMO gap (spin up / spin down), eV: 7.433 / 8.013
Highest occupied orbital energy (spin up / spin down), eV: -13.2952 / -13.2951
2S+1: 2
<S²>: 0.787